1.
70
Properties=species:S:1:pos:R:3:forces:R:3:lowdin_charge:R:1 method="wB97M-V/def2-TZVPD" charge=+2 total_energy_ha=-4031.18904 homo_lumo_gap_ev=7.177 e_homo_ev=-13.7 lumo_energy_ha=-0.239
Zn -1.5693 1.0199 1.2193 0.270 -0.286 -0.346 0.4993
C -4.5766 3.6979 3.4361 0.059 0.039 0.016 0.0185
N -3.8460 4.2263 2.2773 -0.125 0.020 -0.003 -0.1051
C -4.1913 5.6049 1.9256 -0.013 -0.021 0.102 0.0068
C -2.9204 3.5030 1.6841 -0.033 0.017 0.081 -0.3525
O -2.6136 2.3662 2.1240 -0.060 -0.008 0.174 -0.0464
C -2.1589 4.0763 0.4938 0.117 -0.042 -0.022 -0.0708
O -1.4869 3.0607 -0.2308 -0.075 -0.072 0.075 -0.1606
C -1.9857 2.7415 -1.5149 0.110 0.012 0.065 -0.0807
C -2.7063 1.3982 -1.4828 -0.040 0.156 0.054 -0.3853
O -2.8725 0.8390 -0.3813 0.085 -0.091 -0.102 -0.0533
N -3.1359 0.8904 -2.6249 -0.043 -0.028 -0.068 -0.1137
C -3.8871 -0.3675 -2.6493 -0.008 0.017 -0.004 0.0091
C -2.9716 1.5868 -3.9042 -0.031 0.046 0.067 -0.0053
H -5.6382 3.8890 3.2907 0.008 0.010 -0.010 0.1052
H -4.2456 4.2033 4.3433 0.009 0.011 -0.013 0.1117
H -4.4045 2.6335 3.5331 0.011 -0.007 -0.020 0.0936
H -5.2664 5.6754 1.7695 -0.002 -0.027 -0.031 0.1079
H -3.6829 5.9469 1.0334 0.038 0.002 -0.022 0.0837
H -3.9219 6.2651 2.7500 0.020 -0.018 0.004 0.1133
H -1.3927 4.7462 0.8906 -0.024 0.082 -0.001 0.1629
H -2.8066 4.6489 -0.1649 -0.047 -0.004 -0.026 0.1262
H -1.1320 2.6969 -2.1915 0.016 0.014 -0.029 0.1405
H -2.6614 3.5163 -1.8853 -0.009 -0.008 -0.042 0.1476
H -4.0326 -0.7279 -1.6377 0.018 0.023 0.025 0.0904
H -3.3382 -1.1108 -3.2273 0.001 0.019 -0.016 0.1031
H -4.8564 -0.2010 -3.1171 0.000 0.009 -0.005 0.1080
H -1.9622 1.9774 -4.0201 -0.008 -0.027 -0.003 0.0926
H -3.6857 2.4047 -4.0111 -0.024 -0.023 0.015 0.1097
H -3.1495 0.8745 -4.7039 0.007 -0.020 -0.006 0.1025
S 0.8213 1.1382 1.3804 -0.229 0.112 -0.133 0.7931
C 1.0413 -0.0565 0.2008 0.214 0.046 0.101 -0.6208
N 2.0023 0.0137 -0.6888 -0.075 -0.040 -0.075 -0.0742
C 2.1999 -1.0482 -1.6811 -0.057 -0.006 -0.007 -0.0801
C 1.9307 -2.3757 -1.0443 0.055 0.019 0.043 -0.0902
N 0.5850 -2.3660 -0.4621 0.097 0.083 0.003 -0.0730
C -0.1439 -3.6565 -0.4907 0.035 -0.165 0.210 -0.1049
C 0.3165 -4.6015 0.5971 0.025 0.049 -0.043 -0.2156
C -0.4421 -4.7726 1.7505 0.017 0.012 0.009 -0.0472
C -0.0161 -5.6457 2.7420 -0.009 0.012 0.005 -0.0568
C 1.1685 -6.3505 2.5879 -0.002 0.011 -0.006 -0.0597
C 1.9255 -6.1907 1.4348 0.017 0.020 -0.019 -0.0596
C 1.4987 -5.3228 0.4417 -0.005 0.002 0.020 -0.0465
C 0.1546 -1.3101 0.2019 -0.076 -0.253 0.069 -0.6123
S -1.2632 -1.3703 1.1006 -0.153 0.281 -0.028 0.8356
C 2.9749 1.1262 -0.7840 0.155 -0.018 0.065 -0.0985
C 4.3532 0.6516 -0.3894 -0.055 -0.025 -0.027 -0.2330
C 4.5931 0.2326 0.9174 0.011 -0.001 0.005 -0.0358
C 5.8533 -0.2142 1.2815 -0.024 -0.008 0.024 -0.0568
C 6.8804 -0.2406 0.3450 -0.003 0.000 -0.020 -0.0586
C 6.6450 0.1772 -0.9559 -0.002 0.008 -0.018 -0.0567
C 5.3799 0.6183 -1.3250 0.011 0.025 0.015 -0.0449
H 3.2312 -1.0029 -2.0216 0.037 0.036 0.011 0.1368
H 1.5369 -0.8731 -2.5325 0.006 0.043 -0.008 0.1497
H 2.6689 -2.5883 -0.2669 -0.027 -0.049 0.020 0.1534
H 1.9817 -3.1650 -1.7889 -0.039 -0.019 -0.008 0.1381
H 0.0408 -4.0902 -1.4730 0.002 0.057 -0.033 0.1357
H -1.2048 -3.4460 -0.3898 -0.014 0.039 -0.054 0.0928
H -1.3741 -4.2338 1.8704 0.014 -0.027 -0.010 0.0920
H -0.6162 -5.7799 3.6323 0.012 -0.006 -0.013 0.1137
H 1.4964 -7.0350 3.3590 -0.007 0.011 -0.010 0.1146
H 2.8406 -6.7527 1.3013 -0.021 0.000 0.010 0.1135
H 2.0824 -5.2298 -0.4684 -0.027 -0.028 0.012 0.1097
H 2.6344 1.9345 -0.1465 -0.071 0.019 -0.015 0.0837
H 2.9740 1.4638 -1.8216 -0.044 -0.023 -0.022 0.1382
H 3.7981 0.2710 1.6559 0.031 -0.002 -0.012 0.1036
H 6.0383 -0.5319 2.2995 0.005 0.009 -0.024 0.1141
H 7.8663 -0.5814 0.6331 -0.021 0.005 -0.003 0.1152
H 7.4441 0.1658 -1.6858 -0.016 -0.006 0.027 0.1150
H 5.2009 0.9568 -2.3406 0.006 -0.016 0.027 0.1179

---

2.
219
Properties=species:S:1:pos:R:3:forces:R:3:lowdin_charge:R:1 method="wB97M-V/def2-TZVPD" total_energy_ha=-3858.16319 e_above_lowest_ev=0.8301 homo_lumo_gap_ev=9.071 e_homo_ev=-8.7 lumo_energy_ha=0.015
C -3.6088 4.9121 -5.4370 -0.528 -1.050 1.213 -0.1038
O -2.4013 4.4873 -4.8506 1.088 0.479 -0.348 -0.2358
C -1.9730 3.1568 -5.1672 -0.618 0.334 0.836 -0.1605
C -0.6428 2.8670 -4.3817 -0.619 1.017 -2.411 -0.4045
C 0.4562 3.6634 -5.0921 0.404 0.241 0.970 -0.0606
N -0.3058 1.4593 -4.4678 -0.152 -0.112 0.452 0.0702
H -3.6921 4.9670 -6.5224 0.559 -0.114 -0.183 0.0870
H -3.9052 5.8654 -4.9995 0.309 0.087 -0.084 0.0790
H -4.3096 4.1697 -5.0550 -0.875 0.043 -0.427 0.0841
H -2.7486 2.4640 -4.8408 -0.248 -0.307 0.316 0.1060
H -1.9904 3.0721 -6.2538 0.895 -0.264 -0.207 0.1249
H -0.7966 3.2269 -3.3644 -0.051 0.091 0.159 0.1105
H 0.2484 4.7299 -5.1790 -0.404 -0.062 -0.212 0.0721
H 0.6985 3.2240 -6.0598 -0.131 0.009 0.035 0.0778
H 1.3440 3.6455 -4.4600 0.347 -0.237 -0.095 0.0438
H 0.4724 1.3042 -3.8429 0.842 0.172 -0.097 0.0559
H -0.9894 0.9551 -3.9213 -0.856 -0.428 -0.168 0.0220
C 4.9239 2.2914 1.4312 0.432 -1.123 -0.166 -0.0695
O 5.2036 1.6585 0.1483 -0.479 0.257 1.882 -0.1751
C 5.8454 2.4922 -0.7721 -0.052 -0.737 -0.310 -0.2355
C 4.8850 3.3621 -1.5482 -0.567 -0.102 -0.645 -0.4402
C 3.8327 2.5679 -2.3405 -0.668 -0.005 0.937 -0.0256
N 5.6181 4.1119 -2.5535 0.248 0.260 0.558 0.0472
H 4.6328 1.4977 2.1193 -0.740 -0.142 -0.377 0.0690
H 4.1887 3.0958 1.4059 -0.126 -0.084 -0.258 0.0748
H 5.7999 2.6294 1.9847 0.607 0.514 -0.693 0.0848
H 6.6249 3.0527 -0.2561 0.094 0.496 -0.050 0.1250
H 6.3485 1.8545 -1.4991 0.142 -0.331 0.000 0.1302
H 4.4892 4.0492 -0.8003 -0.718 0.144 -0.352 0.1035
H 3.2218 1.9773 -1.6578 -0.013 -0.216 -0.114 0.0587
H 4.2490 1.9184 -3.1105 0.531 -0.257 0.263 0.0771
H 3.1420 3.1825 -2.9177 0.074 0.531 0.295 0.0601
H 5.8748 3.3955 -3.2176 0.395 0.150 -0.532 0.0642
H 6.4628 4.3492 -2.0534 0.645 0.607 -0.505 0.0653
C 1.6105 -0.7920 -1.9385 0.770 -0.459 -1.839 -0.1484
O 0.8585 0.1816 -1.3780 -1.447 1.566 1.399 -0.1861
C 1.2213 0.4101 -0.0479 -1.752 0.964 1.097 -0.1756
C 0.2334 1.4349 0.6608 0.790 0.681 -0.472 -0.3468
C 0.0872 2.8540 -0.0249 0.212 -1.396 0.472 -0.0256
N 0.6643 1.6103 2.0528 -0.585 0.411 -0.472 0.0637
H 1.4605 -1.8061 -1.5681 -0.060 -0.056 0.413 0.0781
H 2.6485 -0.4678 -1.8648 0.526 -0.489 -0.259 0.0929
H 1.2603 -0.7693 -2.9705 0.560 -0.525 -0.370 0.0796
H 1.1565 -0.5267 0.5056 -0.154 -0.285 0.241 0.1048
H 2.2541 0.7296 0.0918 0.357 0.426 -0.385 0.1108
H -0.7766 1.0270 0.6997 0.012 -0.359 -0.202 0.1019
H -0.2667 2.7591 -1.0515 0.239 -0.073 -0.140 0.0625
H 1.0330 3.3938 0.0201 0.118 0.073 -0.198 0.0642
H -0.6574 3.4518 0.5008 0.012 -0.142 0.189 0.0533
H 1.5708 2.0545 2.0854 0.203 -0.059 0.054 0.0573
H 0.7013 0.7129 2.5148 0.339 -0.092 0.134 0.0217
C -3.6727 5.9331 -0.1376 -0.532 0.551 1.406 -0.1652
O -2.5944 5.6561 -0.9254 0.893 0.558 -2.010 -0.1972
C -2.5018 6.6128 -2.0193 1.206 -1.274 -0.202 -0.1779
C -1.1984 6.3019 -2.7522 -0.505 -0.003 1.124 -0.2108
N -0.0617 6.5669 -1.8546 0.165 -0.455 -0.920 -0.0344
C 1.1660 5.9171 -2.3706 -0.070 1.247 1.801 -0.1836
C 2.3619 6.3747 -1.4701 -0.705 -0.551 -0.472 -0.1555
O 2.1859 5.9072 -0.0830 -0.157 0.648 -1.522 -0.1964
C 3.2801 6.2119 0.7292 1.145 -0.091 0.491 -0.1371
H -3.5816 5.3651 0.7882 -0.094 -0.178 0.010 0.0821
H -4.6421 5.7249 -0.5904 -0.145 -0.050 -0.238 0.0900
H -3.6075 6.9872 0.1323 -0.504 0.296 0.266 0.0869
H -2.4559 7.6525 -1.6953 -0.214 0.019 0.559 0.1238
H -3.3113 6.4939 -2.7395 -0.389 -0.137 0.207 0.1083
H -1.2225 6.9394 -3.6360 0.549 -0.008 -0.163 0.1253
H -1.2339 5.2541 -3.0507 -0.014 0.109 -0.216 0.0819
H -0.2742 6.0995 -0.9849 -0.146 0.082 0.339 0.0803
H 1.2547 6.2346 -3.4095 0.582 0.061 0.051 0.1161
H 1.1152 4.8285 -2.3480 -0.093 -0.293 -0.028 0.0915
H 2.4549 7.4605 -1.4924 -0.245 0.125 0.242 0.1166
H 3.2533 5.9911 -1.9665 0.461 -0.397 0.514 0.1016
H 3.0840 6.1939 1.8013 -0.823 -0.410 -0.069 0.0761
H 3.7569 7.1865 0.6255 -0.374 0.436 -0.729 0.0886
H 4.0889 5.4994 0.5672 0.204 -0.217 -0.071 0.0579
C -2.4391 -6.7521 -2.6484 0.094 -0.332 1.004 -0.1109
O -1.2544 -7.3275 -3.1971 -1.471 0.752 -0.021 -0.1833
C -1.4679 -7.6299 -4.5711 0.329 -1.076 0.266 -0.2258
C -1.3365 -6.4590 -5.4958 -0.227 -0.344 -0.545 -0.2568
N 0.0124 -6.0261 -5.4552 1.479 1.043 -0.664 -0.0504
C 0.3026 -4.7856 -6.2452 0.297 -1.356 0.659 -0.1609
C 1.7414 -4.3033 -5.9861 -1.182 0.407 0.338 -0.2143
O 1.7256 -3.8016 -4.6433 2.295 -0.039 0.721 -0.2081
C 3.1122 -3.5920 -4.1364 -0.874 -0.044 -1.397 -0.0572
H -3.2874 -7.4361 -2.6732 -0.074 -0.267 -0.499 0.0870
H -2.7501 -5.8001 -3.0787 0.231 0.046 -0.263 0.0703
H -2.2940 -6.6066 -1.5779 0.389 0.211 -0.025 0.0810
H -2.4053 -8.1480 -4.7730 -0.456 0.075 0.476 0.1188
H -0.7016 -8.3868 -4.7384 0.202 0.234 -0.607 0.1295
H -2.0345 -5.6516 -5.2744 -0.475 0.201 0.311 0.1058
H -1.6178 -6.8064 -6.4899 0.105 -0.058 -0.253 0.1254
H 0.2004 -5.8612 -4.4767 0.466 0.268 0.121 0.0735
H -0.4659 -4.0615 -5.9746 0.213 0.695 -0.151 0.1031
H 0.1967 -5.0347 -7.3011 -0.069 0.004 -0.082 0.1164
H 2.0535 -3.5274 -6.6852 -0.309 0.465 -0.069 0.1053
H 2.4635 -5.0941 -6.1898 -0.031 -0.491 0.616 0.1201
H 3.6845 -4.5170 -4.2055 -0.212 -0.279 0.312 0.0774
H 3.1801 -3.1566 -3.1394 -0.728 -0.298 -0.023 0.0667
H 3.6425 -2.9067 -4.7977 -0.149 0.286 -0.233 0.0765
C 2.1310 -3.1949 9.1721 -0.095 -0.425 -0.202 -0.1163
O 1.4589 -3.9976 8.2514 -0.321 -1.851 -1.490 -0.1985
C 0.7527 -3.3829 7.1787 -0.217 1.460 1.387 -0.2137
C 0.0312 -4.3087 6.2218 0.906 -0.711 0.865 -0.2135
N -0.9632 -3.6052 5.4350 -0.440 -0.999 -0.288 -0.0365
C -1.5374 -4.4630 4.3814 -0.585 1.782 -1.009 -0.1665
C -2.3668 -3.6117 3.3481 1.017 -0.140 0.848 -0.1640
O -1.4723 -2.6449 2.7554 -0.493 -0.615 -0.167 -0.2619
C -2.1614 -1.6375 2.0071 0.581 0.450 0.936 -0.0602
H 2.4545 -3.8917 9.9454 0.222 0.155 0.014 0.0896
H 1.4576 -2.4831 9.6495 0.058 0.458 -0.131 0.0875
H 2.9962 -2.7533 8.6775 0.092 0.499 0.308 0.0880
H 1.3629 -2.7246 6.5602 0.640 0.185 0.109 0.1097
H 0.0822 -2.7285 7.7358 -0.785 0.311 -0.598 0.1172
H -0.3455 -5.1564 6.7941 -0.799 0.168 0.057 0.1252
H 0.8080 -4.7964 5.6328 0.260 0.009 -0.621 0.1127
H -0.5718 -2.7799 5.0039 0.206 0.069 -0.055 0.0705
H -2.1671 -5.2335 4.8262 0.045 -0.014 -0.064 0.1225
H -0.8071 -4.9012 3.7012 0.581 -0.539 0.374 0.1005
H -3.2032 -3.0981 3.8221 -0.103 0.083 0.039 0.1124
H -2.7146 -4.2804 2.5608 -0.246 -0.054 -0.026 0.1181
H -1.3975 -0.9697 1.6087 0.028 -0.167 -0.306 0.0761
H -2.6923 -1.0414 2.7493 -0.619 0.123 -0.256 0.0937
H -2.8011 -1.9979 1.2015 -0.006 -0.218 0.116 0.0946
C -0.9829 1.4535 5.1035 -0.709 -0.006 0.308 -0.0664
O -2.0598 0.8961 5.9146 0.154 0.730 -1.494 -0.1870
C -1.9053 -0.4818 6.1577 0.230 -0.452 0.919 -0.2233
C -3.2381 -1.2512 6.4554 1.613 0.988 -1.010 -0.2103
N -3.9239 -0.6717 7.5743 0.502 0.507 0.037 -0.0709
C -5.2238 -1.2306 7.7708 -0.799 0.041 0.897 -0.2157
C -5.8937 -0.6483 9.0471 1.474 0.265 -1.015 -0.2478
O -7.0559 -1.3459 9.2690 -1.857 -0.462 0.920 -0.1715
C -8.0543 -0.7426 10.0912 -0.409 0.036 0.156 -0.1044
H -0.0254 1.4758 5.6240 -0.006 -0.053 0.379 0.0906
H -1.2510 2.4714 4.8206 -0.148 -0.020 0.375 0.0725
H -0.7940 0.9452 4.1579 -0.397 -0.496 0.084 0.0503
H -1.2463 -0.5150 7.0253 0.060 -0.594 0.418 0.1161
H -1.3391 -0.9486 5.3518 -0.308 -0.127 -0.340 0.0833
H -2.9810 -2.3024 6.5858 -0.012 0.012 0.262 0.1034
H -3.8260 -1.1689 5.5413 -0.372 -0.123 -0.421 0.1062
H -3.9948 0.3094 7.3451 -0.070 0.357 0.268 0.1125
H -5.0790 -2.3064 7.8688 -0.276 -0.132 0.270 0.1229
H -5.9203 -1.0801 6.9459 -0.111 0.054 -0.420 0.1171
H -6.0968 0.4144 8.9152 -0.066 0.314 -0.230 0.1183
H -5.1339 -0.7067 9.8265 -0.157 -0.248 0.550 0.1199
H -7.8290 -0.6176 11.1503 0.786 -0.255 0.113 0.0811
H -8.9691 -1.3353 10.0913 0.298 -0.479 -0.363 0.0821
H -8.4067 0.2434 9.7885 0.483 0.286 -0.644 0.0802
C -3.5298 2.0270 0.1960 0.695 -0.490 0.310 -0.0989
O -3.4125 0.8006 -0.5120 0.384 -0.283 0.146 -0.1983
C -3.7854 0.8432 -1.8827 -0.480 0.494 0.385 -0.2136
C -3.4762 -0.4632 -2.5880 0.050 0.421 0.550 -0.1842
N -2.0487 -0.4878 -2.9567 -0.896 -0.449 0.139 -0.0475
C -1.6835 -1.6789 -3.7018 -0.655 -0.538 -0.039 -0.1901
C -1.7543 -2.9782 -2.9101 0.830 0.139 -0.034 -0.2123
O -0.7716 -2.9113 -1.9011 0.513 0.050 0.480 -0.1888
C -0.7089 -4.0001 -1.0014 -0.795 0.299 0.278 -0.0838
H -4.5607 2.3317 0.3763 -0.172 0.196 -0.513 0.0901
H -2.8817 2.7926 -0.2305 -0.409 0.337 -0.436 0.0709
H -3.1054 1.8756 1.1885 0.010 -0.358 0.093 0.0827
H -3.2793 1.6581 -2.4003 0.290 0.174 -0.044 0.1128
H -4.8477 1.0860 -1.9070 -0.356 -0.167 -0.251 0.1200
H -4.1613 -0.5790 -3.4279 0.436 0.319 -0.569 0.1223
H -3.8025 -1.2790 -1.9428 0.245 -0.228 0.433 0.1087
H -1.5304 -0.5194 -2.0904 0.342 0.287 0.330 0.0989
H -0.6998 -1.5634 -4.1567 0.041 -0.017 0.028 0.1100
H -2.4287 -1.8123 -4.4861 0.109 0.188 -0.426 0.1212
H -1.5258 -3.8028 -3.5853 -0.062 -0.306 -0.165 0.1027
H -2.7497 -3.1203 -2.4892 -0.189 -0.126 0.174 0.1139
H -0.0755 -3.7631 -0.1466 0.430 0.260 -0.329 0.0770
H -0.4070 -4.9485 -1.4457 0.139 0.019 -0.301 0.0731
H -1.6879 -4.1291 -0.5399 -0.411 -0.287 -0.028 0.0826
C 3.3692 -5.1596 -0.9341 0.361 0.465 0.907 -0.0666
C 2.3777 -6.3053 -0.9059 1.337 -0.594 -0.058 -0.4386
C 2.0614 -6.7561 -2.3489 -0.945 0.311 0.762 -0.0352
O 2.9815 -7.4048 -0.1621 -0.279 -0.406 -1.056 -0.0687
H 4.1377 -5.2172 -1.7050 -0.256 -0.103 -0.180 0.0778
H 3.9075 -5.1910 0.0131 0.140 0.102 0.137 0.0723
H 2.8848 -4.1831 -0.9298 -0.112 0.067 -0.418 0.0600
H 1.5238 -5.9895 -0.3065 -0.494 -0.007 -0.508 0.1187
H 1.3418 -7.5746 -2.3652 0.241 -0.178 -0.026 0.0744
H 2.9212 -6.9529 -2.9892 0.256 -0.277 0.513 0.0874
H 1.5555 -5.9313 -2.8506 -0.081 0.266 0.091 0.0505
H 3.0999 -7.2002 0.7684 -0.149 0.389 -0.062 0.0740
C 1.7672 -3.1452 2.3832 1.539 -1.035 -0.335 -0.0520
C 1.9826 -2.0295 3.3894 -1.761 -1.200 -0.971 -0.4505
C 3.3219 -1.3360 3.3558 -0.190 0.439 1.203 -0.0216
O 0.9030 -1.1017 3.1900 0.629 0.774 0.009 -0.0874
H 2.4690 -3.9634 2.5444 0.571 0.031 0.349 0.0796
H 2.0254 -2.8401 1.3691 -0.686 0.185 -0.241 0.0749
H 0.8399 -3.7037 2.5109 -0.455 0.749 -0.360 0.0627
H 1.6763 -2.5236 4.3114 1.156 0.169 0.805 0.1087
H 3.4774 -0.6144 2.5538 -0.376 -0.332 -0.355 0.0683
H 4.1816 -2.0035 3.4145 -0.222 -0.201 -0.123 0.0874
H 3.3267 -0.7460 4.2723 0.337 0.232 0.098 0.0822
H 0.1371 -1.6480 2.9991 -0.473 -0.181 0.032 0.0283
C 3.7234 2.1645 -6.4900 0.283 -0.132 1.322 -0.0430
C 3.6660 0.6212 -6.4503 -0.178 1.185 0.443 -0.5153
C 2.3362 -0.0475 -6.4898 -1.905 -0.339 -0.006 -0.0562
O 4.2702 0.2506 -7.6337 1.624 -0.782 -1.625 -0.0546
H 3.3256 2.5881 -7.4122 -0.155 -0.140 -0.019 0.0831
H 4.7851 2.3994 -6.4145 0.098 0.127 -0.391 0.0776
H 3.3011 2.6874 -5.6319 -0.472 -0.160 -0.005 0.0514
H 4.3036 0.2865 -5.6320 -0.044 -0.218 0.065 0.1348
H 1.7804 -0.2444 -5.5731 0.215 0.334 0.205 0.0597
H 2.3606 -0.9853 -7.0449 0.628 -0.303 0.338 0.0704
H 1.6663 0.5160 -7.1393 -0.224 0.501 0.152 0.0819
H 3.7368 0.6740 -8.3103 0.154 -0.115 -0.434 0.0882
C -0.3994 5.8949 2.2401 1.041 0.310 -0.970 -0.0490
C -0.3337 5.0513 3.4781 -0.175 0.153 0.318 -0.5207
C 1.0781 4.8173 3.9059 0.892 0.251 0.064 -0.0549
O -0.9383 5.7265 4.5665 -0.706 0.168 0.044 -0.0414
H 0.0609 5.3272 1.4314 -0.136 0.026 -0.246 0.0533
H 0.2487 6.7643 2.3503 0.043 0.151 0.192 0.0897
H -1.3485 6.2947 1.8829 -0.393 -0.448 0.309 0.0747
H -0.8357 4.0994 3.3050 -0.072 -0.253 -0.017 0.1135
H 1.6398 5.7506 3.8660 0.038 0.203 -0.425 0.0740
H 1.5544 4.0847 3.2543 0.141 -0.093 0.282 0.0652
H 1.1595 4.5939 4.9697 -0.289 -0.741 -0.110 0.0853
H -1.7645 6.0194 4.1751 -0.357 0.333 0.530 0.0810